1.
Formula: C15H45N6O5S7
Source: the OMol25 dataset
Level of theory: ωB97M-V/def2-TZVPD

Cartesian coordinates (Å):
1 N 0.20 -2.31 1.10
2 C -0.93 -2.51 0.18
3 N -0.58 -3.61 -0.72
4 N -2.07 -3.04 1.04
5 C -1.48 -1.19 -0.52
6 N -0.73 -0.71 -1.68
7 C -0.80 -1.39 -2.90
8 N -1.84 -1.85 -3.62
9 N 0.59 -1.47 -3.31
10 C 1.35 -0.34 -2.67
11 S 3.12 -0.66 -2.25
12 C 0.38 0.27 -1.53
13 S 1.06 0.69 0.11
14 H 0.18 -3.13 1.72
15 H -0.04 -1.53 1.73
16 H 0.36 -3.51 -1.12
17 H -1.28 -3.71 -1.47
18 H -2.80 -2.33 1.15
19 H -2.44 -3.84 0.50
20 H -1.59 -0.40 0.30
21 H -2.55 -1.40 -0.86
22 H -2.00 -1.40 -4.52
23 H -2.48 -2.59 -3.33
24 H 0.76 -1.60 -4.31
25 H 1.23 0.46 -3.47
26 H 3.15 -2.05 -2.15
27 H -0.05 1.25 -1.91
28 H 2.01 -0.27 0.39
29 C -0.03 3.73 2.40
30 S 0.82 2.60 3.53
31 O -0.23 1.77 4.20
32 C 1.33 3.88 4.70
33 H -0.47 3.14 1.59
34 H -0.82 4.26 2.93
35 H 0.69 4.43 1.98
36 H 0.46 4.40 5.08
37 H 2.00 4.58 4.20
38 H 1.86 3.39 5.52
39 C 0.90 -8.63 -2.20
40 S -0.34 -7.40 -1.75
41 O 0.04 -6.12 -2.43
42 C 0.15 -7.26 -0.02
43 H 0.80 -8.84 -3.27
44 H 1.90 -8.24 -2.00
45 H 0.72 -9.54 -1.63
46 H 1.20 -6.96 0.04
47 H 0.00 -8.22 0.47
48 H -0.48 -6.51 0.45
49 C 1.33 3.59 -3.93
50 S 0.92 4.54 -2.46
51 O 0.15 3.64 -1.55
52 C -0.27 5.63 -3.27
53 H 2.05 2.81 -3.65
54 H 0.43 3.12 -4.34
55 H 1.79 4.24 -4.67
56 H -1.07 5.03 -3.72
57 H 0.24 6.22 -4.03
58 H -0.70 6.29 -2.52
59 C 4.43 -0.78 5.56
60 S 3.21 0.48 5.98
61 O 3.61 1.74 5.29
62 C 3.70 0.63 7.71
63 H 4.34 -1.01 4.50
64 H 5.44 -0.41 5.76
65 H 4.24 -1.68 6.14
66 H 4.76 0.92 7.78
67 H 3.54 -0.32 8.22
68 H 3.09 1.40 8.18
69 C -4.04 3.16 -1.16
70 S -3.79 4.15 -2.64
71 O -3.18 5.45 -2.22
72 C -5.54 4.45 -2.96
73 H -3.06 2.88 -0.76
74 H -4.58 3.73 -0.41
75 H -4.59 2.25 -1.42
76 H -5.99 4.95 -2.10
77 H -6.04 3.51 -3.16
78 H -5.63 5.10 -3.83

## Properties
HOMO energy ... -10.06 eV
LUMO energy ... -3.7 eV
Frontier orbital gap ... 6.3595 eV
Total charge ... +1

2.
Formula: C15H45O10
Source: the OMol25 dataset
Level of theory: ωB97M-V/def2-TZVPD

Cartesian coordinates (Å):
1 O 0.23 -0.60 -0.27
2 H -0.60 -0.78 -1.01
3 H 0.79 0.13 -0.63
4 H 0.50 -1.50 -0.04
5 C -0.81 1.36 2.78
6 C -0.20 2.28 3.85
7 O -1.14 2.62 4.82
8 O 0.24 1.04 1.91
9 H -1.61 1.85 2.39
10 H -1.35 0.46 3.06
11 H 0.27 3.09 3.34
12 H 0.55 1.75 4.41
13 H -0.46 3.24 5.40
14 H 0.88 0.45 2.36
15 C 0.91 -3.90 -2.39
16 C 0.49 -3.46 -3.78
17 O 0.08 -4.58 -4.54
18 O 1.45 -2.76 -1.73
19 H 1.57 -4.50 -2.59
20 H 0.00 -4.41 -2.00
21 H 1.28 -3.02 -4.40
22 H -0.14 -2.75 -3.88
23 H 0.83 -5.36 -4.54
24 H 2.28 -2.55 -1.98
25 C -1.37 3.95 -0.29
26 C -2.14 2.78 0.39
27 O -1.30 1.74 0.80
28 O -2.50 4.91 -0.55
29 H -1.24 3.47 -1.30
30 H -0.44 4.28 0.13
31 H -2.76 2.30 -0.37
32 H -2.69 3.27 1.22
33 H -0.64 2.10 1.43
34 H -1.96 5.70 -0.70
35 C 1.81 -2.71 2.97
36 C 0.32 -2.65 2.62
37 C -0.32 -1.21 2.88
38 O 0.36 -2.85 1.18
39 H 2.52 -1.88 2.44
40 H 2.41 -3.76 3.09
41 H 1.79 -2.39 4.04
42 H -0.43 -3.47 2.91
43 H 0.19 -0.41 2.50
44 H -0.13 -1.04 3.99
45 H -1.39 -1.17 2.79
46 H 0.96 -3.33 0.95
47 C -3.83 -0.45 -2.07
48 C -2.47 -0.82 -2.62
49 C -1.52 0.46 -2.87
50 O -1.72 -1.71 -1.83
51 H -4.00 -0.12 -1.17
52 H -4.55 -1.27 -2.17
53 H -4.26 0.32 -2.75
54 H -2.52 -1.25 -3.58
55 H -1.52 1.11 -1.89
56 H -2.02 1.21 -3.52
57 H -0.56 0.29 -3.17
58 H -2.00 -2.52 -1.48
59 C 2.49 2.90 -0.37
60 C 2.85 1.45 -0.76
61 C 3.15 0.55 0.42
62 O 1.91 0.89 -1.70
63 H 3.39 3.39 0.00
64 H 1.67 3.08 0.43
65 H 2.19 3.36 -1.36
66 H 3.93 1.66 -1.21
67 H 2.44 0.63 1.47
68 H 4.17 0.88 0.87
69 H 3.43 -0.57 0.16
70 H 2.32 0.78 -2.49

## Properties
HOMO energy ... -11.69 eV
LUMO energy ... -2.3 eV
Relative energy (zero: lowest compared OMol25 entry of this formula, charge and spin) ... 107.47 kcal/mol
Frontier orbital gap ... 9.4212 eV
Total charge ... +1

3.
Formula: C15H46CoO12
Source: the OMol25 dataset
Level of theory: ωB97M-V/def2-TZVPD

Cartesian coordinates (Å):
1 Co 1.76 0.16 2.62
2 C 0.52 -0.16 0.35
3 O 1.70 0.17 0.39
4 O 0.10 -0.41 1.48
5 O -0.14 -0.27 -0.67
6 C -0.88 2.69 2.81
7 C 0.38 2.86 1.96
8 O 1.44 2.28 2.67
9 H -1.76 3.01 2.26
10 H -0.80 3.24 3.75
11 H -1.03 1.63 3.00
12 H 0.59 3.90 1.71
13 H 0.17 2.47 0.97
14 H 2.03 2.99 2.93
15 C 1.14 2.97 -4.37
16 C 0.55 1.82 -3.46
17 O 0.69 2.19 -2.09
18 H 2.22 3.06 -4.40
19 H 0.75 3.95 -4.08
20 H 0.92 2.84 -5.43
21 H 1.13 0.92 -3.62
22 H -0.45 1.51 -3.76
23 H 0.47 1.46 -1.52
24 C 5.59 1.33 -2.46
25 C 4.12 1.19 -2.13
26 O 3.85 1.40 -0.78
27 H 5.74 1.09 -3.51
28 H 6.17 0.66 -1.82
29 H 5.96 2.33 -2.23
30 H 3.63 0.27 -2.45
31 H 3.59 1.97 -2.68
32 H 3.04 0.97 -0.48
33 C -4.37 -1.78 -2.54
34 C -3.02 -1.56 -1.84
35 O -2.24 -0.68 -2.55
36 H -4.10 -2.14 -3.54
37 H -4.96 -0.87 -2.68
38 H -5.01 -2.54 -2.11
39 H -2.51 -2.52 -1.74
40 H -3.19 -1.11 -0.86
41 H -1.50 -0.44 -2.00
42 C 0.32 -1.54 6.26
43 C 0.11 -1.37 4.73
44 O 0.58 -0.13 4.38
45 H 1.35 -1.76 6.55
46 H -0.24 -2.42 6.55
47 H -0.13 -0.71 6.80
48 H -0.92 -1.52 4.42
49 H 0.60 -2.22 4.24
50 H 0.30 0.49 5.06
51 C -3.10 -1.66 2.51
52 O -1.90 -2.25 2.14
53 H -3.85 -2.40 2.79
54 H -2.96 -1.00 3.36
55 H -3.52 -1.06 1.71
56 H -1.25 -1.57 1.96
57 C -2.90 2.04 -0.57
58 O -2.68 1.04 0.34
59 H -3.07 2.95 0.01
60 H -2.04 2.21 -1.22
61 H -3.77 1.79 -1.19
62 H -1.92 0.55 0.02
63 C 1.00 -2.08 -3.38
64 O 1.93 -1.63 -2.33
65 H 0.44 -1.20 -3.70
66 H 1.51 -2.63 -4.17
67 H 0.29 -2.76 -2.90
68 H 1.47 -1.29 -1.55
69 C 0.47 -3.71 0.53
70 O -0.34 -3.07 -0.43
71 H 0.37 -3.55 1.60
72 H 0.44 -4.78 0.36
73 H 1.50 -3.47 0.25
74 H -0.40 -2.14 -0.23

## Properties
HOMO energy (alpha / beta) ... -8.80 / -8.80 eV
2S+1 ... 4
LUMO energy (alpha / beta) ... -1.9 / -2.2 eV
Relative energy (zero: lowest compared OMol25 entry of this formula, charge and spin) ... 0.00 kcal/mol
<S²> ... 3.757
Frontier orbital gap (alpha / beta) ... 6.8531 / 6.6107 eV